1.
{"formula": "C3H4N4O", "method": "ωB97M-V/def2-TZVPD", "elements": ["H", "N", "N", "C", "C", "N", "C", "N", "H", "O", "H", "H"], "positions_angstrom": [[-3.66771, -0.95539, 0.03521], [-2.66071, -1.02932, -0.14106], [-2.18542, 0.09592, 0.00297], [-0.81947, 0.08917, -0.09164], [-0.04072, 1.20014, -0.09367], [1.30391, 0.84527, -0.16000], [1.27285, -0.57228, -0.06693], [2.22402, -1.39185, -0.07779], [3.05222, -0.84126, -0.14678], [0.00714, -1.02521, 0.09481], [-0.37971, 2.22929, 0.10431], [1.89361, 1.35552, 0.54058]], "mulliken_charge": [0.245, -0.497, -0.213, 0.498, -0.151, -0.280, 0.475, -0.634, 0.258, -0.365, 0.373, 0.290], "total_energy_ha": -410.9006, "max_force_ev_per_a": 2.82, "lumo_ev": 0.0, "charge": 0, "relative_energy_kcal_mol": 64.42, "gap_ha": 0.316}



2.
{"formula": "C25H27N2", "method": "ωB97M-V/def2-TZVPD", "elements": ["C", "C", "C", "C", "C", "C", "C", "C", "C", "C", "C", "C", "C", "C", "C", "H", "H", "H", "H", "H", "H", "H", "H", "H", "H", "H", "H", "H", "H", "H", "C", "C", "C", "C", "C", "N", "C", "C", "C", "N", "C", "C", "H", "H", "H", "H", "H", "H", "H", "H", "H", "H", "H", "H"], "positions_angstrom": [[6.59797, 2.36023, -2.43387], [5.16642, 2.19733, -2.02864], [4.53688, 0.97330, -2.30944], [3.26130, 0.72211, -1.85552], [2.53297, 1.69633, -1.10838], [1.31500, 1.27680, -0.53047], [0.45931, 2.00053, 0.31876], [-0.90647, 1.59242, 0.38396], [-1.83218, 2.30035, 1.12127], [-1.45073, 3.44607, 1.83456], [-2.48515, 4.16162, 2.64987], [-0.10183, 3.84774, 1.81722], [0.85380, 3.10433, 1.13626], [3.11292, 3.00207, -1.00694], [4.43291, 3.20978, -1.38443], [7.05620, 3.26095, -2.01653], [7.19066, 1.48893, -2.12281], [6.67546, 2.40364, -3.52787], [5.08687, 0.21333, -2.86855], [2.79934, -0.24724, -2.03581], [0.97640, 0.27677, -0.80719], [-1.20715, 0.70931, -0.18092], [-2.87624, 1.97043, 1.15521], [-2.11569, 5.11177, 3.04458], [-3.37372, 4.34941, 2.03469], [-2.82372, 3.54844, 3.49818], [0.18249, 4.74581, 2.36309], [1.90918, 3.34808, 1.24746], [2.53048, 3.84727, -0.63588], [4.93237, 4.16036, -1.18018], [-4.80374, -1.52274, -2.10261], [-4.29337, -2.80442, -2.37645], [-3.29266, -3.35076, -1.56210], [-2.83026, -2.60083, -0.46698], [-1.79521, -3.15559, 0.45007], [-1.04555, -2.32568, 1.11345], [-0.43811, -2.91199, 2.30692], [0.20993, -4.26889, 2.05843], [-0.76237, -5.23557, 1.38456], [-1.70252, -4.51214, 0.54128], [-3.32490, -1.30894, -0.19662], [-4.34381, -0.78566, -0.99978], [-5.57100, -1.10148, -2.75258], [-4.66222, -3.38203, -3.22557], [-2.85826, -4.33438, -1.78117], [0.26762, -2.16540, 2.67966], [-1.20380, -3.09024, 3.08959], [1.08005, -4.12764, 1.41288], [0.54478, -4.70593, 3.00601], [-0.21715, -5.96750, 0.77294], [-1.32727, -5.79525, 2.14452], [-2.39149, -5.07929, 0.04632], [-2.91013, -0.74380, 0.64704], [-4.76463, 0.19791, -0.76151]], "mulliken_charge": [-1.399, 0.975, -0.617, -0.833, 0.654, -0.294, 0.361, -0.364, -0.506, 0.965, -1.406, -0.684, -0.734, -0.551, -0.690, 0.369, 0.357, 0.334, 0.407, 0.385, 0.367, 0.262, 0.448, 0.375, 0.367, 0.322, 0.349, 0.745, 0.703, 0.349, -0.380, -0.674, -0.493, 0.345, 0.157, -0.312, -0.732, -0.475, -0.678, -0.190, -0.192, -0.691, 0.374, 0.394, 0.393, 0.341, 0.280, 0.274, 0.351, 0.314, 0.372, 0.219, 0.634, 0.357], "total_energy_ha": -1078.1017, "max_force_ev_per_a": 1.28, "lumo_ev": -5.3, "charge": 1, "relative_energy_kcal_mol": 10.36, "gap_ha": 0.187}



3.
{"formula": "C4HCsLiO4", "method": "ωB97M-V/def2-TZVPD", "elements": ["O", "C", "C", "C", "H", "Li", "O", "C", "O", "O", "Cs"], "positions_angstrom": [[-2.35971, 0.49245, -2.90826], [-2.45755, 0.03429, -3.93744], [-0.10081, -0.18189, -0.58875], [1.04485, 0.29114, -1.02357], [1.50905, 0.55451, -1.96494], [-1.78027, 1.09302, -0.93953], [1.69127, -0.47162, 0.15215], [1.08534, -0.09032, 1.27995], [1.50815, -0.39840, 2.38806], [-0.16826, 0.10283, 0.97896], [0.02795, -1.42601, 6.56336]], "mulliken_charge": [-0.071, 0.047, -0.504, -0.190, 0.323, 0.905, -0.298, 0.671, -0.628, -0.252, 0.997], "total_energy_ha": -481.3051, "max_force_ev_per_a": 6.80, "lumo_ev": -3.6, "charge": 1, "gap_ha": 0.239}



4.
{"formula": "C11H5CaN2O5", "method": "ωB97M-V/def2-TZVPD", "elements": ["O", "C", "Ca", "C", "O", "C", "O", "C", "O", "C", "O", "H", "N", "C", "C", "C", "C", "N", "C", "C", "H", "H", "H", "H"], "positions_angstrom": [[-2.94706, -6.46088, -0.35912], [-2.39526, -5.47089, -0.47368], [0.05528, -2.60940, -0.46991], [1.82800, -1.03967, -0.83431], [2.81948, -0.46748, -0.86829], [-1.72767, -1.06263, -1.57720], [-2.21333, -0.11590, -2.04868], [-1.25078, -1.63899, 1.22162], [-1.86971, -1.35305, 2.14737], [-0.11898, -2.67565, -3.09669], [-0.08712, -2.80456, -4.23599], [-2.14605, -2.13734, -1.33757], [1.69615, 5.39577, 2.31770], [1.38193, 4.36241, 1.86431], [1.00771, 3.08149, 1.31751], [0.67160, 2.93667, -0.02908], [0.35851, 1.65895, -0.51856], [0.32745, 0.60469, 0.27702], [0.68939, 0.70080, 1.54070], [1.00980, 1.93696, 2.11800], [0.67284, 3.78834, -0.70881], [0.17901, 1.57240, -1.59604], [0.78669, -0.18925, 2.17672], [1.27212, 1.98723, 3.17301]], "mulliken_charge": [-0.109, 0.145, 1.587, -0.013, -0.134, -0.329, -0.270, 0.011, -0.131, -0.028, -0.090, 0.190, -0.393, -0.199, 0.668, -0.604, -0.163, 0.028, -0.086, -0.730, 0.453, 0.340, 0.406, 0.450], "total_energy_ha": -1585.1398, "max_force_ev_per_a": 4.97, "lumo_ev": [-4.7, -4.7], "charge": 1, "gap_ha": [0.202, 0.202]}



5.
{"formula": "C4H12N4", "method": "ωB97M-V/def2-TZVPD", "elements": ["H", "N", "C", "N", "C", "N", "N", "C", "C", "H", "H", "H", "H", "H", "H", "H", "H", "H", "H", "H"], "positions_angstrom": [[-2.00812, 2.16438, 0.18203], [-1.00237, 2.03776, 0.10824], [-0.56459, 0.94291, 0.59698], [-1.33091, -0.09431, 1.05433], [-0.85166, -1.13184, 1.93712], [0.82489, 0.67624, 0.53517], [1.30425, 0.11674, -0.74515], [0.98774, -1.29214, -0.83649], [0.85071, 0.85866, -1.89711], [-2.32234, 0.09250, 1.09778], [-1.17476, -2.11031, 1.58090], [-1.21792, -0.98183, 2.95521], [0.23381, -1.10473, 1.95892], [1.30884, 1.56722, 0.61827], [1.37339, -1.79804, 0.04708], [1.49162, -1.68933, -1.71826], [-0.09124, -1.49029, -0.92236], [0.88163, 1.93953, -1.64403], [1.50250, 0.62701, -2.73710], [-0.19546, 0.66987, -2.17153]], "mulliken_charge": [0.173, -0.702, 0.354, -0.152, -0.890, -0.315, -0.132, -0.769, -0.996, 0.215, 0.263, 0.328, 0.373, 0.391, 0.218, 0.325, 0.308, 0.326, 0.382, 0.298], "total_energy_ha": -378.5760, "max_force_ev_per_a": 1.17, "lumo_ev": 0.9, "charge": 0, "relative_energy_kcal_mol": 39.03, "gap_ha": 0.353}



6.
{"formula": "C5H8N2", "method": "ωB97M-V/def2-TZVPD", "elements": ["C", "N", "C", "N", "C", "C", "C", "H", "H", "H", "H", "H", "H", "H", "H"], "positions_angstrom": [[0.26062, -1.66040, -0.86256], [0.49585, -0.36350, -0.26284], [1.41930, 0.52173, -0.60386], [1.57700, 1.55724, 0.21702], [0.73692, 1.39961, 1.29280], [-1.43342, 0.98228, 0.59807], [-0.13140, 0.20409, 0.93343], [-0.75249, -1.72847, -1.27046], [0.98025, -1.82108, -1.67055], [0.39975, -2.46369, -0.12808], [1.99656, 0.38312, -1.51726], [-1.20213, 1.97626, 0.19416], [-2.03681, 0.43360, -0.12981], [-1.99797, 1.14396, 1.51949], [-0.31201, -0.56477, 1.69045]], "mulliken_charge": [-0.795, 0.130, 0.128, -0.504, -0.548, -1.066, 0.041, 0.282, 0.284, 0.305, 0.363, 0.335, 0.313, 0.305, 0.426], "total_energy_ha": -304.7163, "max_force_ev_per_a": 0.44, "lumo_ev": 0.4, "charge": 0, "relative_energy_kcal_mol": 74.82, "gap_ha": 0.296}



7.
{"formula": "C3HCl4FO", "method": "ωB97M-V/def2-TZVPD", "elements": ["C", "C", "C", "O", "F", "Cl", "Cl", "Cl", "Cl", "H"], "positions_angstrom": [[0.56898, -1.31217, -0.79218], [-0.08237, 1.90990, -0.26602], [-0.05912, -0.96587, 0.64147], [1.01268, -2.39902, -1.01342], [-0.38362, 2.57625, 0.84700], [-0.66201, 2.86886, -1.58947], [-0.37365, -2.35021, 1.64259], [-1.52612, 0.06760, 0.31707], [1.05261, -0.07657, 1.64137], [0.45262, -0.31878, -1.42842]], "mulliken_charge": [0.185, 0.046, 0.421, -0.388, -0.074, -0.092, -0.109, -0.102, -0.095, 0.208], "total_energy_ha": -2130.6400, "max_force_ev_per_a": 2.23, "lumo_ev": -0.4, "charge": 0, "relative_energy_kcal_mol": 48.31, "gap_ha": 0.342}



8.
{"formula": "C4H6CoMgO5", "method": "ωB97M-V/def2-TZVPD", "elements": ["C", "O", "O", "Mg", "O", "O", "C", "C", "O", "C", "Co", "H", "H", "H", "H", "H", "H"], "positions_angstrom": [[-1.79950, -0.66992, -2.42404], [-2.12222, 0.25327, -1.70172], [-1.95206, -0.88500, -3.57393], [-3.39208, 1.79577, -2.60752], [0.28171, 2.24018, 1.51510], [0.78623, 0.17267, -1.08539], [0.74743, -1.07118, -0.56756], [1.23600, -0.84380, 0.87626], [0.25699, -0.03865, 1.52516], [0.68085, 1.17331, 2.24412], [-0.34678, 1.28222, 0.00154], [-0.02597, -1.47688, -1.72644], [0.17644, -2.00560, -0.36481], [2.20606, -0.32006, 0.88052], [1.32175, -1.81217, 1.39246], [0.17029, 1.10686, 3.22248], [1.77488, 1.09897, 2.39379]], "mulliken_charge": [0.843, -0.375, -0.312, 0.695, -0.698, -0.533, 0.347, -0.332, -0.510, 0.171, 0.774, 0.088, 0.345, 0.369, 0.436, 0.309, 0.384], "total_energy_ha": -2114.0910, "max_force_ev_per_a": 6.71, "lumo_ev": [-11.0, -11.0], "charge": 2, "gap_ha": [0.173, 0.218], "multiplicity": 6}